Record 1
A single C5H6BrP molecule at a distorted geometry, computed with ωB97M-V/def2-TZVPD.

Properties
Electronic energy (Eh): -3109.40500
Relative energy (zero: lowest compared OMol25 entry of this formula, charge and spin) (kcal/mol): 0.0
LUMO energy (eV): -0.638
Structure (SMILES): [H]/P=C1/CC=C[C@@H]1Br
Charge: 0

Atoms and positions in Å:
C (-0.8504, -1.2257, 0.4990)
C (0.0677, -1.3792, -0.4403)
C (0.0551, 0.9303, 0.0343)
C (-1.0055, 0.2338, 0.9011)
C (0.7336, -0.1429, -0.6845)
P (0.1920, 2.6250, -0.0195)
Br (2.6200, -0.3527, 0.1357)
H (-1.5963, -1.9931, 0.7065)
H (0.3679, -2.2546, -0.9169)
H (-1.9229, 0.4161, 0.4880)
H (-1.1080, 0.4828, 1.8923)
H (1.0451, -0.0231, -1.6749)
H (1.4017, 2.6833, -0.9208)

=====

Record 2
A single C6H13NO molecule at a distorted geometry, computed with ωB97M-V/def2-TZVPD.

Properties
Electronic energy (Eh): -366.39397
Relative energy (zero: lowest compared OMol25 entry of this formula, charge and spin) (kcal/mol): 25.1
LUMO energy (eV): 0.975
Structure (SMILES): CCC(=O)N(C)CC
Charge: 0

Atoms and positions in Å:
C (-0.4758, -0.8645, 1.5200)
C (-1.9957, -1.0946, 1.5123)
C (0.1157, -1.1345, 0.1561)
N (0.8887, -0.0978, -0.4198)
C (0.0159, 0.9458, -1.0066)
C (0.2485, 2.3237, -0.3660)
C (1.9471, -0.5724, -1.2899)
O (-0.0950, -2.1891, -0.3953)
H (-0.2688, 0.1418, 1.8745)
H (-0.0322, -1.5865, 2.2140)
H (-2.3874, -0.8864, 2.5041)
H (-2.2202, -2.1005, 1.1653)
H (-2.4858, -0.4202, 0.8134)
H (0.2389, 0.9652, -2.0679)
H (-1.0381, 0.6786, -0.8731)
H (-0.1515, 2.3080, 0.6419)
H (-0.3808, 3.0341, -0.9236)
H (1.2872, 2.6240, -0.4899)
H (2.1932, -1.6094, -1.1032)
H (2.8778, -0.0194, -1.1121)
H (1.7182, -0.4460, -2.3545)

=====

Record 3
A molecular structure, C16H35CrO5P, computed with ωB97M-V/def2-TZVPD.

Properties
Expectation value of S²: 0.797
Electronic energy (Eh): -2391.60364
Relative energy (zero: lowest compared OMol25 entry of this formula, charge and spin) (kcal/mol): 0.0
LUMO energy (spin up / spin down) (eV): -11.491 / -10.607
2S+1: 2
Charge: +3

Atoms and positions in Å:
Cr (-0.0273, 0.8752, -0.1424)
C (0.3605, 1.9367, 2.5919)
C (0.6397, 3.1203, 1.6996)
O (0.9368, 2.5525, 0.3783)
C (2.2637, 2.7857, -0.1995)
C (2.9045, 1.4214, -0.3275)
O (1.9124, 0.4932, -0.8392)
C (1.8982, 0.2513, -2.2703)
C (0.8867, 1.1497, -2.9447)
O (-0.2996, 1.0453, -2.1120)
C (-1.4388, 1.8559, -2.5231)
C (-2.5436, 1.4815, -1.5626)
O (-1.9166, 1.4989, -0.2494)
C (-2.7641, 1.1145, 0.8601)
C (-1.9623, 1.4519, 2.1017)
O (-0.5665, 1.0736, 1.8809)
H (-0.0642, 2.2195, 3.5549)
H (1.2577, 1.3421, 2.7668)
H (1.4810, 3.7212, 2.0361)
H (-0.2292, 3.7650, 1.5710)
H (2.8280, 3.4564, 0.4444)
H (2.1086, 3.2763, -1.1593)
H (3.1947, 1.0295, 0.6483)
H (3.7799, 1.4240, -0.9759)
H (1.6106, -0.7930, -2.3839)
H (2.8995, 0.3848, -2.6782)
H (0.6494, 0.7930, -3.9480)
H (1.1875, 2.1980, -2.9939)
H (-1.6927, 1.6083, -3.5536)
H (-1.1643, 2.9099, -2.4429)
H (-2.9323, 0.4784, -1.7528)
H (-3.3556, 2.2080, -1.5732)
H (-3.0021, 0.0538, 0.7645)
H (-3.6869, 1.6952, 0.8282)
H (-2.3323, 0.9146, 2.9752)
H (-2.0067, 2.5238, 2.2953)
C (2.5850, -2.5934, -0.5422)
C (1.6395, -2.3550, 0.6313)
P (0.0307, -1.5202, 0.3908)
C (-0.8668, -1.9021, 1.9439)
C (-0.9610, -3.3638, 2.4025)
C (-0.8215, -2.2018, -1.0971)
C (-1.7912, -3.3613, -0.8651)
H (3.2919, -3.3731, -0.2633)
H (3.1656, -1.7103, -0.7958)
H (2.0709, -2.9557, -1.4326)
H (2.1353, -1.8114, 1.4421)
H (1.3638, -3.3207, 1.0638)
H (-1.8706, -1.4772, 1.8774)
H (-0.3377, -1.3108, 2.6974)
H (-1.7343, -3.9071, 1.8696)
H (-1.2194, -3.3766, 3.4600)
H (-0.0257, -3.9093, 2.2989)
H (-0.0220, -2.5140, -1.7765)
H (-1.3310, -1.3798, -1.6089)
H (-1.2757, -4.2381, -0.4779)
H (-2.2525, -3.6412, -1.8108)
H (-2.5878, -3.0935, -0.1723)

=====

Record 4
2 unconnected molecules or ions with the total composition C10H16O at a distorted geometry, computed with ωB97M-V/def2-TZVPD.

Properties
Electronic energy (Eh): -465.86177
Relative energy (zero: lowest compared OMol25 entry of this formula, charge and spin) (kcal/mol): 22.6
LUMO energy (eV): 0.884
Structure (SMILES): Cc1ccc(O)cc1.CCC
Charge: 0

Atoms and positions in Å:
C (-1.1134, -1.1770, -2.0668)
C (-1.3533, -0.2182, 2.1008)
C (-0.1248, -0.4157, 1.4974)
C (-2.5198, -0.3713, 1.3712)
C (-0.0549, -0.7567, 0.1470)
C (-2.4428, -0.7696, 0.0347)
C (-1.2157, -0.8893, -0.6033)
O (-1.4693, 0.2368, 3.4054)
H (0.7798, -0.2837, 2.0836)
H (-0.7882, -0.1887, 3.9348)
H (-3.5110, -0.1653, 1.7407)
H (0.9538, -0.8586, -0.2324)
H (-3.3650, -0.8827, -0.5157)
H (-0.8250, -2.2205, -2.2491)
H (-0.3305, -0.5824, -2.5489)
H (-2.0200, -1.0453, -2.6584)
C (3.1528, 1.2461, -1.1378)
C (2.2843, 2.3915, -1.6346)
C (3.0403, 0.0058, -2.0526)
H (2.7922, 0.9530, -0.1505)
H (4.1775, 1.5785, -1.0382)
H (1.2266, 2.1648, -1.5164)
H (2.4737, 3.3202, -1.0893)
H (3.2780, -0.8765, -1.4594)
H (3.7979, 0.0099, -2.8404)
H (2.4164, 2.5344, -2.7096)
H (1.9855, -0.1470, -2.2846)

=====

Record 5
A molecular structure, C40H37Br2IrN9OPS3 at a distorted geometry, computed with ωB97M-V/def2-TZVPD.

Properties
Electronic energy (Eh): -8902.34079
Relative energy (zero: lowest compared OMol25 entry of this formula, charge and spin) (kcal/mol): 45.3
LUMO energy (spin up / spin down) (eV): -5.936 / -5.936
Charge: +2

Atoms and positions in Å:
Ir (0.5683, 0.7857, 1.3882)
C (2.1482, 0.9776, 6.6318)
N (1.1302, 0.6844, 5.6174)
C (-0.2387, 0.4044, 6.0582)
C (1.3846, 0.7843, 4.3122)
N (0.4594, 0.7355, 3.3879)
N (2.7163, 0.8960, 3.9521)
C (3.2267, 1.0939, 2.6868)
N (4.5688, 1.1040, 2.6026)
N (2.4633, 1.2626, 1.6549)
H (1.6451, 1.1589, 7.5756)
H (2.7012, 1.8833, 6.3818)
H (2.8351, 0.1400, 6.7746)
H (-0.2041, 0.0577, 7.0861)
H (-0.6805, -0.3900, 5.4560)
H (-0.8669, 1.2963, 6.0081)
H (-0.4937, 0.6929, 3.7275)
H (3.3881, 0.7987, 4.6951)
H (5.1572, 1.0897, 3.4175)
H (5.0114, 1.3452, 1.7309)
H (2.9729, 1.4531, 0.7950)
Br (3.8836, 4.0101, -0.6975)
C (2.0903, 3.3406, -0.7823)
C (1.2253, 4.0117, 0.1915)
C (0.1587, 3.4454, 0.7539)
N (-0.3899, 2.1880, 0.3777)
C (0.6731, 1.5275, -2.0116)
C (1.9104, 2.2914, -1.5804)
C (0.8848, 0.0636, -1.6602)
C (0.6855, -0.9631, -2.5641)
C (1.0434, -2.2506, -2.1983)
Br (0.7544, -3.6617, -3.3779)
C (1.6249, -2.4812, -0.9563)
C (1.7100, -1.4203, -0.0888)
N (1.3129, -0.1757, -0.4064)
H (1.5487, 4.9806, 0.5464)
H (-0.3525, 3.9398, 1.5735)
H (2.7780, 1.9584, -2.1416)
H (0.2728, -0.7618, -3.5433)
H (1.9731, -3.4615, -0.6653)
H (2.0972, -1.5552, 0.9148)
S (-1.0295, 1.9212, -7.2513)
C (-0.1673, 1.8599, -5.8734)
S (-0.9954, 1.8705, -4.3235)
C (0.5167, 1.7042, -3.5122)
N (1.5337, 1.6603, -4.2818)
N (1.1824, 1.7674, -5.6013)
C (2.2969, 1.7547, -6.5265)
C (3.5483, 1.3914, -6.0310)
C (4.6454, 1.3876, -6.8724)
C (4.5127, 1.7412, -8.2084)
C (3.2661, 2.0922, -8.6910)
C (2.1506, 2.1047, -7.8607)
S (-0.8837, 1.9780, -1.1904)
H (3.6627, 1.1114, -4.9963)
H (5.6122, 1.1027, -6.4786)
H (5.3745, 1.7445, -8.8616)
H (3.1421, 2.3650, -9.7306)
H (1.1951, 2.3911, -8.2586)
O (-1.3370, 0.0486, 1.5828)
P (-2.3119, -1.0843, 1.2579)
C (-3.4324, -1.1924, 2.6431)
C (-3.4689, -0.1677, 3.5872)
C (-4.3509, -0.2452, 4.6566)
C (-5.1925, -1.3411, 4.7803)
C (-5.1619, -2.3610, 3.8363)
C (-4.2842, -2.2900, 2.7674)
C (-3.2668, -0.8202, -0.2162)
C (-2.7337, -1.1421, -1.4661)
C (-3.4360, -0.8481, -2.6203)
C (-4.6764, -0.2255, -2.5332)
C (-5.2143, 0.0967, -1.2955)
C (-4.5153, -0.2026, -0.1349)
C (-1.4587, -2.6545, 1.1309)
C (-0.3823, -2.8667, 1.9974)
C (0.2705, -4.0877, 2.0123)
C (-0.1390, -5.1028, 1.1538)
C (-1.2010, -4.8967, 0.2859)
C (-1.8684, -3.6778, 0.2776)
H (-2.8298, 0.6982, 3.4612)
H (-4.3935, 0.5548, 5.3842)
H (-5.8842, -1.3989, 5.6104)
H (-5.8247, -3.2102, 3.9342)
H (-4.2623, -3.0881, 2.0340)
H (-1.7741, -1.6342, -1.5297)
H (-3.0272, -1.1083, -3.5889)
H (-5.2288, 0.0013, -3.4358)
H (-6.1816, 0.5764, -1.2327)
H (-4.9406, 0.0479, 0.8289)
H (-0.0655, -2.0698, 2.6612)
H (1.0908, -4.2591, 2.6980)
H (0.3659, -6.0600, 1.1690)
H (-1.5171, -5.6878, -0.3813)
H (-2.7073, -3.5295, -0.3903)

=====

Record 6
2 unconnected molecules or ions with the total composition C2H6BrNS at a distorted geometry, computed with ωB97M-V/def2-TZVPD.

Properties
Electronic energy (Eh): -3106.67716
Relative energy (zero: lowest compared OMol25 entry of this formula, charge and spin) (kcal/mol): 25.8
LUMO energy (eV): 0.267
Structure (SMILES): C1CS1.NBr
Charge: 0

Atoms and positions in Å:
C (0.6596, -0.8968, 0.9227)
C (1.6330, -0.4785, -0.1667)
N (-1.6676, 0.8776, -0.9622)
S (1.1116, 1.0294, 0.6689)
Br (-2.8099, 0.1062, 0.3617)
H (1.0663, -1.3791, 1.7503)
H (-0.3261, -1.0326, 0.6495)
H (2.7056, -0.8027, -0.1612)
H (1.2648, -0.4312, -1.1396)
H (-2.3407, 1.3251, -1.5200)
H (-1.2966, 1.6826, -0.4033)